An isolated molecule of C3H10N2Si. Source: the Open Molecules 2025 dataset; level of theory: ωB97M-V/def2-TZVPD.

CARTESIAN COORDINATES (ANGSTROEM)
C  -1.9977  -0.0673  -0.1164
C  -1.2041  0.9666  0.5288
C  2.4238  -1.2009  -0.1302
N  -1.6298  -1.3791  0.0541
N  1.5415  -0.1177  0.4770
Si  0.6155  1.0378  -0.2609
H  -3.1689  -0.1108  0.0699
H  -2.0318  0.1198  -1.3021
H  -1.6177  1.9556  0.3333
H  -0.9007  0.9367  1.6836
H  2.7512  -1.7968  0.7659
H  1.8302  -1.8753  -0.7343
H  3.2651  -0.6849  -0.6333
H  -0.8305  -1.5140  0.5809
H  0.6143  0.7304  -1.6650
H  0.9023  2.4047  0.1609

Its spin multiplicity is 3. The calculation puts the calculated total energy at -519.12370 Eh. Its expectation value of S² is 2.010. The calculation puts the energy above the lowest of the compared OMol25 structures with the same formula, charge and spin at 23.3 kcal per mole. As for the HOMO energy (alpha / beta): -0.3303 / -0.3448 hartree. Its charge is 0. Its HOMO-LUMO gap (alpha / beta) is 9.966 / 7.964 eV. Its lowest unoccupied orbital energy (alpha / beta) is 0.98 / -1.42 eV.



The ion C3H10N3 with charge +1. Source: the Open Molecules 2025 dataset; level of theory: ωB97M-V/def2-TZVPD.

CARTESIAN COORDINATES (ANGSTROEM)
C  0.0321  -2.2420  0.5065
C  0.5496  -0.8572  0.7435
N  -0.5260  0.1553  0.4344
C  -0.1365  1.1928  -0.3617
N  -0.9330  2.2294  -0.2624
N  0.6860  1.1730  -1.4318
H  -0.3599  -2.6409  -0.4253
H  0.9551  -2.8774  0.4166
H  -0.6487  -2.4669  1.2164
H  1.5637  -0.7312  0.4116
H  0.6070  -0.8454  1.8234
H  -1.0559  0.4325  1.2526
H  -1.8397  2.1690  0.0512
H  -0.9601  2.8080  -1.0257
H  0.5995  1.8927  -2.1821
H  1.4670  0.6084  -1.1671

The calculation puts the calculated total energy at -284.30613 Eh. As for the SMILES: CCNC(N)=[NH2+]. The calculation puts the energy above the lowest of the compared OMol25 structures with the same formula, charge and spin at 43.8 kcal per mole. As for the HOMO energy: -0.5558 hartree. Its charge is +1. Its HOMO-LUMO gap is 11.616 eV. Its lowest unoccupied orbital energy is -3.51 eV.



A structure of composition C3H10N3. Source: the Open Molecules 2025 dataset; level of theory: ωB97M-V/def2-TZVPD.

CARTESIAN COORDINATES (ANGSTROEM)
C  1.1343  -0.2891  -0.4023
C  0.2107  0.4904  0.4382
C  -1.9706  -0.6437  -0.1470
N  0.8201  1.5241  -0.3502
N  2.1825  -0.9535  0.2149
N  -1.2194  0.5883  -0.0132
H  0.9987  -0.2987  -1.4091
H  0.3688  0.2489  1.4779
H  -1.4107  -1.5475  -0.4005
H  -2.5407  -1.1220  0.7841
H  -2.8693  -0.5751  -0.8099
H  1.5792  2.0937  -0.0674
H  2.4167  -0.6219  1.1071
H  2.9911  -1.2491  -0.2740
H  -1.6769  1.1405  0.8001
H  -1.0144  1.2147  -0.9489

The calculation puts the calculated total energy at -284.21310 Eh. The calculation puts the energy above the lowest of the compared OMol25 structures with the same formula, charge and spin at 102.2 kcal per mole. As for the HOMO energy: -0.4860 hartree. Its charge is +1. Its HOMO-LUMO gap is 10.067 eV. Its lowest unoccupied orbital energy is -3.16 eV.



A cluster of 2 separate species, C3H10N3 in total. Source: the Open Molecules 2025 dataset; level of theory: ωB97M-V/def2-TZVPD.

CARTESIAN COORDINATES (ANGSTROEM)
C  1.2740  -0.3139  -2.2190
N  0.0901  -0.4098  -1.7993
H  2.0373  0.1570  -1.5434
H  1.5469  -0.8285  -3.1174
H  -0.6213  -0.8024  -2.4122
H  -0.0772  -0.1351  -0.7733
C  -1.7046  0.8624  0.9790
N  -0.2642  0.6484  0.6882
C  0.3940  -0.3745  1.3583
N  1.5286  -0.8225  0.9887
H  -1.9241  1.8432  1.4398
H  -2.2989  0.7474  0.0622
H  -1.9930  0.1262  1.7431
H  0.2672  1.5128  0.6247
H  -0.1454  -0.7832  2.2806
H  1.8906  -1.4274  1.7000

The calculation puts the calculated total energy at -284.28303 Eh. The calculation puts the energy above the lowest of the compared OMol25 structures with the same formula, charge and spin at 58.3 kcal per mole. As for the HOMO energy: -0.5110 hartree. Its charge is +1. Its HOMO-LUMO gap is 9.303 eV. Its lowest unoccupied orbital energy is -4.60 eV.



A cluster of 2 separate species, C3H10N3 in total. Source: the Open Molecules 2025 dataset; level of theory: ωB97M-V/def2-TZVPD.

CARTESIAN COORDINATES (ANGSTROEM)
C  -1.8563  0.9867  0.7577
C  -2.8120  0.0651  -0.0157
C  2.5265  -0.0903  -0.4938
N  -1.6203  -0.3342  0.0715
N  -0.8127  -1.3289  -0.2493
N  1.3136  0.0313  0.3584
H  -1.3848  1.7822  0.1835
H  -1.9742  1.1191  1.7789
H  -3.6306  0.0982  -0.5866
H  2.2898  0.2831  -1.5749
H  3.4669  0.4037  -0.2412
H  2.9033  -1.0429  -0.6334
H  -1.2311  -1.7536  -1.0752
H  0.2976  -1.1277  0.0500
H  1.6643  -0.0556  1.3464
H  0.8599  0.9638  0.3235

The calculation puts the calculated total energy at -284.15290 Eh. The calculation puts the energy above the lowest of the compared OMol25 structures with the same formula, charge and spin at 140.0 kcal per mole. As for the HOMO energy: -0.5154 hartree. Its charge is +1. Its HOMO-LUMO gap is 10.042 eV. Its lowest unoccupied orbital energy is -3.98 eV.



A cluster of 2 separate species, C3H10N3O in total. Source: the Open Molecules 2025 dataset; level of theory: ωB97M-V/def2-TZVPD.

CARTESIAN COORDINATES (ANGSTROEM)
C  1.6250  -0.5712  -0.7111
O  0.3098  -0.6336  -1.1236
C  2.0919  -1.8841  -0.0783
H  1.7664  0.2215  0.0592
H  2.2861  -0.2908  -1.5523
H  3.0395  -1.7689  0.4639
H  2.1283  -2.6525  -0.8559
H  1.3792  -2.2432  0.6677
N  -1.6406  0.0191  0.8208
C  -1.7188  1.3403  0.4690
N  -0.7298  1.7468  -0.4004
N  -2.6654  2.1590  0.8065
H  -2.4630  -0.3256  1.2699
H  -0.9850  -0.5548  0.2503
H  -0.1818  0.9358  -0.8395
H  -1.0312  2.5867  -0.8644
H  -3.2106  1.9155  1.6182

The calculation puts the calculated total energy at -359.84259 Eh. The calculation puts the energy above the lowest of the compared OMol25 structures with the same formula, charge and spin at 0.0 kcal per mole. As for the HOMO energy: -0.1335 hartree. Its charge is -1. Its HOMO-LUMO gap is 7.997 eV. Its lowest unoccupied orbital energy is 4.37 eV.



A cluster of 2 separate species, C3H10N3O in total. Source: the Open Molecules 2025 dataset; level of theory: ωB97M-V/def2-TZVPD.

CARTESIAN COORDINATES (ANGSTROEM)
C  -2.4049  0.8644  1.2531
C  1.9097  -0.7437  0.0458
C  1.5907  1.6688  0.0803
N  -1.7296  0.7847  -0.0103
N  1.1457  0.3999  0.5722
N  -2.4884  0.6481  -1.0431
O  -1.8216  0.5463  -2.1051
H  -2.4392  1.8481  1.8845
H  -3.5400  0.4952  1.0456
H  -1.9872  0.1652  2.0195
H  1.4850  -1.1794  -0.8539
H  2.8941  -0.3097  -0.3352
H  2.2003  -1.4901  0.7389
H  1.2184  2.4162  0.6754
H  2.7385  1.7184  0.0789
H  1.3049  1.9017  -0.9009
H  0.1261  0.4021  0.4048

The calculation puts the calculated total energy at -359.72021 Eh. The calculation puts the energy above the lowest of the compared OMol25 structures with the same formula, charge and spin at 76.8 kcal per mole. As for the HOMO energy: -0.1172 hartree. Its charge is -1. Its HOMO-LUMO gap is 7.334 eV. Its lowest unoccupied orbital energy is 4.15 eV.



A cluster of 2 separate species, C3H10N3O in total. Source: the Open Molecules 2025 dataset; level of theory: ωB97M-V/def2-TZVPD.

CARTESIAN COORDINATES (ANGSTROEM)
N  0.2456  0.4405  2.5332
C  0.6992  0.7694  1.2561
N  2.0324  0.9987  1.0167
H  0.8720  0.3679  3.3080
H  -0.7156  0.1870  2.5774
H  -0.0059  0.9503  0.4682
H  2.3879  1.0575  0.0877
H  2.7143  1.0118  1.7435
C  0.1740  -1.5679  -1.0753
C  -0.7829  -0.4419  -1.3540
N  -2.0279  -0.5933  -0.8233
O  -0.4644  0.5618  -1.9587
H  0.6747  -1.4200  -0.1194
H  0.9216  -1.6625  -1.8573
H  -0.3860  -2.5045  -1.0221
H  -2.7588  0.0257  -1.1617
H  -2.2781  -1.4851  -0.4540

Its spin multiplicity is 2. The calculation puts the calculated total energy at -359.75955 Eh. Its expectation value of S² is 0.753. The calculation puts the energy above the lowest of the compared OMol25 structures with the same formula, charge and spin at 0.0 kcal per mole. As for the HOMO energy (alpha / beta): -0.1630 / -0.3327 hartree. Its charge is 0. Its HOMO-LUMO gap (alpha / beta) is 5.332 / 9.926 eV. Its lowest unoccupied orbital energy (alpha / beta) is 0.90 / 0.87 eV.



The ion C3H10N3O2 with charge +1. Source: the Open Molecules 2025 dataset; level of theory: ωB97M-V/def2-TZVPD.

CARTESIAN COORDINATES (ANGSTROEM)
C  -0.0586  1.6739  0.6165
C  -1.5356  -1.4638  0.3180
C  1.7924  -1.2894  -0.8407
N  -0.0569  2.9824  0.4783
N  -0.6078  0.8007  -0.2525
N  -0.3482  -0.7036  0.1032
O  0.5358  1.3927  1.7135
O  0.3573  -1.3500  -0.9132
H  -1.4579  -2.4081  0.8526
H  -2.3612  -0.7749  0.6456
H  -2.0875  -1.7420  -0.6765
H  2.0706  -2.1142  -0.3152
H  2.2591  -0.1978  -0.5877
H  2.0105  -1.6458  -1.8421
H  -0.2022  3.3307  -0.4820
H  0.4733  3.5523  1.1031
H  -0.7919  0.9145  -1.2383
H  0.6036  0.4232  1.7802

The calculation puts the calculated total energy at -434.68841 Eh. As for the SMILES: CON(C)/[NH+]=C(/N)O. The calculation puts the energy above the lowest of the compared OMol25 structures with the same formula, charge and spin at 132.9 kcal per mole. As for the HOMO energy: -0.5111 hartree. Its charge is +1. Its HOMO-LUMO gap is 10.779 eV. Its lowest unoccupied orbital energy is -3.13 eV.



A cluster of 2 separate species, C3H10N3S in total. Source: the Open Molecules 2025 dataset; level of theory: ωB97M-V/def2-TZVPD.

CARTESIAN COORDINATES (ANGSTROEM)
C  -0.4324  2.2752  -0.9910
C  1.2792  -1.8710  0.1595
C  -0.9472  -1.5579  1.0247
N  -1.1303  2.3925  0.0963
N  -0.0271  -1.2562  0.2262
N  0.2142  1.2029  -1.4441
S  1.3508  1.2135  -2.7371
H  -0.5412  3.2552  -1.5419
H  1.4349  -2.0733  -0.9353
H  2.1084  -1.1775  0.3649
H  1.3423  -2.7131  0.8520
H  -1.8686  -1.0237  1.1759
H  1.1054  0.0919  -3.1905
H  -0.7399  -2.2388  1.8505
H  -1.5883  3.3157  0.2181
H  -1.4451  1.6657  0.6722
H  0.1626  0.3285  -0.9504

The calculation puts the calculated total energy at -682.45578 Eh. The calculation puts the energy above the lowest of the compared OMol25 structures with the same formula, charge and spin at 53.2 kcal per mole. As for the HOMO energy: -0.4944 hartree. Its charge is +1. Its HOMO-LUMO gap is 10.001 eV. Its lowest unoccupied orbital energy is -3.45 eV.



A cluster of 2 separate species, C3H10N3S2 in total. Source: the Open Molecules 2025 dataset; level of theory: ωB97M-V/def2-TZVPD.

CARTESIAN COORDINATES (ANGSTROEM)
C  -0.5124  1.2711  -0.1059
C  -1.5083  -2.2564  0.2853
C  -0.6277  -1.1139  -0.0545
N  -1.2813  2.4262  -0.2834
N  0.8317  1.3691  -0.0991
N  -1.2071  0.0953  -0.0587
S  4.0176  0.0973  0.4788
S  2.9504  -0.7894  -1.0221
H  -2.2890  -2.1787  -0.4642
H  -0.9857  -3.2599  0.2252
H  -1.9825  -2.2042  1.3022
H  0.4041  -1.2193  -0.3358
H  -0.9658  3.4133  -0.2678
H  -2.2833  2.4826  -0.0590
H  1.4923  2.1629  -0.1110
H  1.5121  0.5567  -0.1243
H  -2.1905  0.1818  -0.2112
H  4.6254  -1.0345  0.9058

The calculation puts the calculated total energy at -1080.64000 Eh. The calculation puts the energy above the lowest of the compared OMol25 structures with the same formula, charge and spin at 57.2 kcal per mole. As for the HOMO energy (alpha / beta): -0.4710 / -0.4051 hartree. Its charge is +1. Its HOMO-LUMO gap (alpha / beta) is 9.155 / 5.331 eV. Its lowest unoccupied orbital energy (alpha / beta) is -3.66 / -5.69 eV.



A cluster of 2 separate species, C3H10N4 in total. Source: the Open Molecules 2025 dataset; level of theory: ωB97M-V/def2-TZVPD.

CARTESIAN COORDINATES (ANGSTROEM)
N  1.4799  2.6940  2.2644
C  0.4192  2.0539  1.6594
N  0.5745  1.2285  0.7123
H  2.3667  2.2538  2.0957
H  1.3132  2.9806  3.2183
H  -0.5484  2.3596  2.0552
H  -0.3412  0.8891  0.4137
C  0.0920  -1.2597  -1.4820
C  -1.1369  -1.5002  -1.0560
N  -1.8554  -0.7330  -0.0879
N  0.7205  -2.1556  -2.4175
H  0.6710  -0.4130  -1.1306
H  -1.6666  -2.3655  -1.4510
H  -1.8152  -1.1686  0.8359
H  -2.8351  -0.6662  -0.3474
H  1.5715  -2.5363  -2.0188
H  0.9903  -1.6615  -3.2636

Its spin multiplicity is 2. The calculation puts the calculated total energy at -339.24373 Eh. Its expectation value of S² is 0.750. The calculation puts the energy above the lowest of the compared OMol25 structures with the same formula, charge and spin at 15.3 kcal per mole. As for the HOMO energy (alpha / beta): 0.0494 / -0.2011 hartree. Its charge is -1. Its HOMO-LUMO gap (alpha / beta) is 2.407 / 9.308 eV. Its lowest unoccupied orbital energy (alpha / beta) is 3.75 / 3.83 eV.



A cluster of 3 separate species, C3H10N4 in total. Source: the Open Molecules 2025 dataset; level of theory: ωB97M-V/def2-TZVPD.

CARTESIAN COORDINATES (ANGSTROEM)
C  -0.8634  -0.2923  -0.0508
C  -2.3041  0.0421  0.2332
C  1.2363  0.6199  -0.3732
N  1.7968  -0.3529  0.3228
N  1.9444  1.6310  -0.9781
N  -0.6475  -1.5662  -0.5301
N  -0.0964  0.7135  -0.4683
H  -0.0609  -0.5510  1.6985
H  0.8181  -0.5576  1.3895
H  2.7771  -0.2188  0.5435
H  1.3989  2.4368  -1.2422
H  2.8833  1.8134  -0.6641
H  -1.2215  -2.2984  -0.1429
H  0.3349  -1.8063  -0.6040
H  -2.8621  0.0628  -0.7058
H  -2.7604  -0.7029  0.8847
H  -2.3736  1.0268  0.6870

The calculation puts the calculated total energy at -339.26993 Eh. The calculation puts the energy above the lowest of the compared OMol25 structures with the same formula, charge and spin at 36.4 kcal per mole. As for the HOMO energy: -0.3117 hartree. Its charge is 0. Its HOMO-LUMO gap is 9.623 eV. Its lowest unoccupied orbital energy is 1.14 eV.



An isolated molecule of C3H10N4. Source: the Open Molecules 2025 dataset; level of theory: ωB97M-V/def2-TZVPD.

CARTESIAN COORDINATES (ANGSTROEM)
C  -1.0685  0.1563  0.6411
N  -0.8814  -1.2919  0.6508
N  -1.3963  0.6948  1.9531
C  0.2186  0.7275  0.0848
N  1.0158  1.5662  0.5610
H  -1.8979  0.3753  -0.0421
H  -0.1156  -1.5263  1.2764
H  -0.5325  0.8144  2.4782
H  -1.7092  -1.7265  1.0460
H  -1.7801  1.6294  1.8557
C  1.3930  -0.7490  -1.6205
N  0.6141  0.4573  -1.3201
H  -0.2106  0.4848  -1.9195
H  1.5541  1.5209  -0.5582
H  1.7383  -0.7064  -2.6536
H  2.2540  -0.7706  -0.9551
H  0.8043  -1.6562  -1.4782

The calculation puts the calculated total energy at -339.25861 Eh. As for the SMILES: [H]/N=C(\NC)C(N)N. The calculation puts the energy above the lowest of the compared OMol25 structures with the same formula, charge and spin at 43.5 kcal per mole. As for the HOMO energy: -0.3322 hartree. Its charge is 0. Its HOMO-LUMO gap is 9.918 eV. Its lowest unoccupied orbital energy is 0.88 eV.



A cluster of 2 separate species, C3H10N4 in total. Source: the Open Molecules 2025 dataset; level of theory: ωB97M-V/def2-TZVPD.

CARTESIAN COORDINATES (ANGSTROEM)
C  1.8150  -4.9566  -1.2917
C  -3.9760  8.2142  2.7158
C  -3.9437  8.6235  1.3291
N  -4.0562  7.9842  3.8422
N  2.1516  -6.2267  -1.3169
N  2.3973  -3.9678  -1.8584
N  3.6930  -4.0075  -2.4524
H  0.8486  -4.6958  -1.0075
H  -4.4794  9.5841  1.2761
H  -2.8943  8.6990  0.9763
H  -4.3998  7.8143  0.6036
H  -3.9120  7.7437  4.8129
H  1.3868  -6.8531  -1.1050
H  2.9427  -6.8836  -1.3455
H  3.6638  -3.3448  -3.2338
H  4.2818  -3.7410  -1.7299
H  3.9168  -4.9814  -2.7608

The calculation puts the calculated total energy at -338.66632 Eh. The calculation puts the energy above the lowest of the compared OMol25 structures with the same formula, charge and spin at 30.6 kcal per mole. As for the HOMO energy: -0.5813 hartree. Its charge is +2. Its HOMO-LUMO gap is 10.210 eV. Its lowest unoccupied orbital energy is -5.61 eV.